Entry 1:
Below is a molecular structure, C4H22Hg2O8, with properties calculated with ωB97M-V/def2-TZVPD.

HOMO: -15.50 eV
net charge: +2
frontier orbital gap: 3.78 eV
DFT total energy: -29211.697 eV

Cartesian coordinates (Å):
O 2.212585 -1.292441 0.617285
C -0.788003 0.550657 -0.271154
O 1.314979 1.113654 2.496576
O -4.239127 1.764452 2.637652
H -1.731078 -0.756142 -1.617427
H -4.168648 1.405577 3.528478
Hg -0.091474 -1.695721 -3.898520
H 0.071296 2.828945 2.306167
H 0.717672 -1.683545 1.979868
H -0.509300 2.905757 -3.663017
H 3.044218 1.504850 0.352238
C -1.119899 0.147666 -1.682041
H -2.238683 -3.573794 -2.667904
H 2.485209 2.493157 -0.686429
H 0.283079 2.020612 -2.694866
C 1.446012 -2.189321 1.336860
O 0.103224 -0.128241 -2.410886
H 2.272290 1.066084 2.421161
O -1.372505 -3.183451 -2.477126
O 0.142968 3.728562 1.967404
H -1.131913 -3.511860 -1.597719
Hg 2.320817 -0.512932 -1.439233
H 0.986612 0.464243 1.868121
O 0.335173 2.832617 -3.205935
H -1.710342 0.832697 0.250678
C 0.798272 -3.379150 0.629839
H 0.256175 -2.938109 -0.220244
H 1.436865 -4.217024 0.363806
H -0.233768 1.488363 -0.159056
H 0.089402 -3.790856 1.350848
H -0.390674 4.263055 2.564647
H 2.138619 -2.684785 2.041982
O 2.651621 1.550089 -0.529225
H -1.728302 0.871556 -2.224071
H -3.330095 1.898775 2.357144
H -0.323278 -0.193997 0.374099

Force components x, y, z for each atom (eV/Å):
O 0.80 0.89 -1.37
C -0.18 1.29 0.95
O -0.18 0.02 -0.22
O 0.12 -0.18 -0.11
H 0.11 -0.08 -0.09
H -0.10 0.05 0.04
Hg -0.44 0.73 1.29
H 0.31 0.07 0.18
H -0.26 0.18 -0.39
H 0.01 0.18 0.00
H -0.01 -0.02 0.01
C -0.62 -0.86 0.48
H 0.02 0.01 -0.17
H -0.08 -0.07 -0.29
H -0.14 0.02 -0.09
C 0.36 -1.28 0.64
O 0.44 -0.94 -1.28
H 0.03 -0.05 0.34
O -0.14 -0.01 -0.23
O -0.23 -0.18 -0.17
H 0.24 0.03 -0.04
Hg -0.75 -0.55 1.90
H 0.18 -0.12 0.03
O 0.19 -0.16 0.05
H -0.26 -0.30 -0.29
C -0.60 0.49 0.30
H -0.06 -0.36 -0.17
H 0.37 0.38 -0.33
H 0.31 -0.12 -0.45
H -0.24 0.01 -0.21
H 0.05 0.12 -0.05
H 0.17 0.33 -0.04
O 0.21 0.43 0.17
H 0.31 0.29 0.02
H 0.01 0.14 0.08
H 0.05 -0.39 -0.48

In the Mulliken picture, each atom carries the following charge in e: -0.733, -0.670, -0.601, -0.624, 0.382, 0.331, 1.218, 0.286, 0.350, 0.328, 0.297, -0.280, 0.322, 0.321, 0.226, -0.324, -0.585, 0.259, -0.504, -0.603, 0.335, 1.305, 0.371, -0.660, 0.305, -0.425, -0.493, 0.386, 0.331, 0.390, 0.309, 0.354, -0.543, 0.413, 0.300, -0.071

=====

Entry 2:
Below is 8 unconnected molecules or ions with the total composition C4H22N2O9, with properties calculated with ωB97M-V/def2-TZVPD.

HOMO: -9.61 eV
frontier orbital gap: 9.93 eV
DFT total energy: -25912.108 eV
SMILES: O=CNCCNC=O.O.O.O.O.O.O.O

Cartesian coordinates (Å):
H 2.510023 0.585866 1.874048
H 0.775609 -1.437273 0.561021
H -0.121331 1.489364 -3.055144
H -2.580690 -0.938648 -2.705402
H 1.483087 -2.898989 2.394083
C -1.646645 0.040044 2.337434
H -0.462387 -2.675905 3.538047
H 2.066695 -1.583147 3.150153
O 3.026868 3.022880 -0.150471
H -0.470332 -1.805847 -1.898956
H 0.561114 -1.624729 -1.103028
H -0.093928 -0.961632 3.936089
H -2.697033 0.909498 -1.549009
H -3.882814 -1.157845 -2.450421
C -0.186604 -1.683060 3.136913
N 1.517135 -1.109451 1.194729
H -0.013970 2.381677 0.458894
O -0.121754 3.347720 0.409981
H 2.341400 3.536399 -0.580361
H -1.701508 -1.915856 1.626730
H 0.770063 -0.424909 -3.315562
O 0.458653 -1.339093 -3.282827
C 1.249503 -1.840650 2.443404
O 1.243291 1.002563 0.329173
O -0.399219 -1.721607 -0.921937
N -1.292006 -1.281014 2.289298
H 0.132557 -1.685840 -4.119091
O -0.846543 0.907826 2.606616
O 0.721104 1.533020 -3.517668
H 1.221468 1.840347 -2.751939
H -2.704452 0.209678 2.074137
C 1.672997 0.267800 1.182976
O -3.052396 -1.529557 -2.073822
H -1.274576 0.581156 -1.137865
O -1.789365 1.023558 -1.845767
H 3.914365 3.342088 -0.386767
H -0.328380 3.593569 1.302309

Force components x, y, z for each atom (eV/Å):
H -1.04 0.03 -0.02
H 0.54 0.75 0.12
H -1.02 -0.06 -0.36
H 1.23 -0.67 0.91
H -0.30 -0.27 -1.06
C 0.27 -0.60 -1.16
H 0.32 0.48 0.07
H -0.71 0.51 0.04
O 0.96 -0.36 0.21
H -1.32 -0.04 0.21
H -0.17 0.08 1.04
H -0.16 0.09 0.14
H -0.02 0.14 0.00
H -0.43 -1.14 1.03
C 1.09 -1.00 -1.00
N -2.13 -0.98 0.37
H 0.24 0.43 -0.02
O -0.09 -0.32 -0.70
H 0.03 0.31 -0.01
H -0.31 -0.04 0.13
H -0.18 0.41 -0.80
O -0.03 -0.92 0.08
C 0.99 0.55 1.47
O -0.52 -0.51 -0.06
O 1.29 -0.09 -0.89
N 0.38 0.59 0.73
H 0.34 0.63 -0.12
O -0.46 0.34 0.64
O 0.13 -0.19 0.79
H 0.77 0.16 -0.18
H 0.16 0.26 -0.13
C 1.77 -0.55 -0.01
O -0.98 1.69 -1.96
H -0.17 0.09 -0.49
O 0.50 -0.21 0.47
H -0.83 0.18 -0.13
H -0.15 0.23 0.68

In the Mulliken picture, each atom carries the following charge in e: 0.290, 0.237, 0.397, 0.289, 0.373, -0.138, 0.389, 0.411, -0.539, 0.320, 0.320, 0.260, 0.302, 0.313, -0.542, -0.044, 0.326, -0.638, 0.289, 0.260, 0.376, -0.701, -0.746, -0.501, -0.664, -0.090, 0.274, -0.516, -0.730, 0.354, 0.427, -0.015, -0.600, 0.382, -0.694, 0.262, 0.308

=====

Entry 3:
Below is 9 unconnected molecules or ions with the total composition C4H22NO11, with properties calculated with ωB97M-V/def2-TZVPD.

HOMO: -6.65 eV
net charge: -1
frontier orbital gap: 9.62 eV
DFT total energy: -28521.878 eV

Cartesian coordinates (Å):
O 2.104333 0.285112 2.204808
H 1.265744 -3.857947 0.184135
O 1.608226 2.719673 -1.273559
H 0.326977 2.446212 3.208072
O 0.064895 1.541617 3.383151
O 0.372749 -4.113477 0.461197
O -0.727608 -1.645521 -2.573320
O -2.223181 0.390082 2.493682
H -0.942004 3.403018 0.639510
H 0.264815 0.422372 -3.345152
H -2.329677 -0.468766 2.923730
C 1.673805 -1.296659 -0.814743
C -2.551055 0.624980 -2.017546
H 1.992350 -0.315930 1.446492
H 1.662586 -0.222429 -3.197673
H 0.467121 2.899552 0.276324
H 2.836848 0.876402 2.056157
H -2.867758 -1.235548 -0.841526
H -0.267087 -3.518035 0.071020
H -2.503685 0.213695 -3.025177
O 2.040811 -1.713851 0.308596
H 0.856479 0.999324 3.147138
H -0.318748 -2.912935 2.143903
H 1.387511 1.903221 -1.777885
C -0.844176 -1.066281 -1.515008
O 0.075017 -2.039309 2.215215
H -1.889978 1.487385 -1.999473
O 1.202111 0.653975 -3.308366
H -3.497228 1.078822 -1.675067
H 0.058627 -0.465945 0.230357
H 0.931507 -1.983362 1.751634
O -0.024912 3.671932 0.611825
H 2.567355 2.779709 -1.346126
C -2.124815 -0.429762 -0.959150
H -1.824040 0.014632 -0.020236
O 2.254333 -1.184154 -1.883134
N 0.249121 -0.743917 -0.720380
H -1.327375 0.802115 2.536567

Force components x, y, z for each atom (eV/Å):
O -0.28 0.02 0.58
H -0.51 0.44 -0.01
O 0.16 -0.66 -0.22
H -0.02 0.24 -0.22
O 0.36 -0.27 0.24
O 0.11 -1.15 0.11
O -0.48 -0.33 -0.41
O -0.74 0.44 -0.70
H -0.26 -0.14 0.07
H 0.24 -0.12 -0.07
H 1.01 0.52 -0.12
C -1.66 0.97 -0.20
C -0.24 0.27 1.34
H 0.51 -0.15 -0.17
H -0.58 0.85 0.50
H -0.05 0.54 -0.21
H 0.31 0.00 -0.42
H 0.10 0.50 0.09
H 0.33 0.35 -0.36
H -0.61 -0.03 0.10
O 0.71 0.02 -0.02
H -0.47 0.23 -0.14
H 0.77 -0.01 -0.32
H 0.19 0.27 -0.12
C 1.35 1.05 1.22
O -0.50 0.93 0.87
H 0.54 -0.04 0.05
O 0.04 -0.11 -0.53
H -0.05 -0.49 -0.77
H -0.33 -0.16 0.05
H -0.50 -0.79 -0.20
O 0.14 -0.15 0.39
H -0.14 -0.04 0.00
C 0.75 -0.46 -1.48
H -0.74 0.10 0.32
O 0.37 -0.87 0.35
N 0.64 -0.82 -0.45
H -0.45 -0.96 0.85

In the Mulliken picture, each atom carries the following charge in e: -0.701, 0.320, -0.666, 0.289, -0.705, -0.683, -0.628, -0.644, 0.307, 0.303, 0.289, 0.397, -1.314, 0.310, 0.400, 0.336, 0.248, 0.282, 0.343, 0.331, -0.898, 0.460, 0.285, 0.421, 0.259, -0.601, 0.291, -0.742, 0.401, 0.077, 0.412, -0.631, 0.276, 0.012, 0.107, -0.744, 0.477, 0.326

=====

Entry 4:
Below is 7 unconnected molecules or ions with the total composition C4H22O7, with properties calculated with ωB97M-V/def2-TZVPD.

2S+1: 2
HOMO (spin up / spin down): 0.42 / -7.40 eV
net charge: -1
frontier orbital gap (spin up / spin down): 2.18 / 9.92 eV
DFT total energy: -18834.344 eV

Cartesian coordinates (Å):
H 13.154857 -0.703994 7.859435
H 18.331415 0.291877 10.360175
H 20.618928 -0.160124 10.869466
O 14.546196 0.762948 8.758452
H 19.341605 2.171520 7.130497
H 19.557630 -0.938187 13.883274
C 21.600125 0.149777 10.509873
O 19.391335 4.405954 12.366777
H 17.940820 0.790792 12.014465
H 18.875553 -2.549867 14.405949
O 15.875704 -1.885840 9.136423
H 23.083853 -0.310520 11.506470
O 22.477305 0.433064 11.534564
O 18.872493 -1.072163 15.927353
H 19.300306 4.341608 13.317469
H 18.996334 3.600556 12.032806
C 18.847083 -1.466150 14.519267
H 21.531604 0.975636 9.801803
H 17.998208 2.704866 7.580740
H 14.837805 1.628041 8.461496
H 18.029177 -1.453354 16.182498
C 17.830640 1.050553 10.961622
H 13.519050 0.769611 6.877253
H 18.619306 2.407165 9.833825
H 16.777404 1.088447 10.683502
O 18.535212 1.912497 7.576440
H 17.894050 -1.175254 14.077458
C 13.885946 0.070988 7.629181
H 14.632783 -0.457414 7.036619
H 15.791977 -0.949523 9.316801
H 22.009910 -0.735902 10.024341
H 16.517429 -2.196814 9.774960
O 18.567374 2.262803 10.781496

Force components x, y, z for each atom (eV/Å):
H -0.11 0.58 0.86
H -0.24 -0.36 -0.02
H -0.23 0.39 0.07
O -1.44 -1.61 -0.68
H 0.62 0.25 -0.38
H 0.52 -0.20 0.63
C -0.67 -0.94 -1.28
O 0.25 0.65 0.41
H -0.18 -0.07 0.04
H 0.56 -0.05 0.03
O -0.06 -0.53 -0.04
H 0.23 0.40 0.56
O 1.23 0.21 1.42
O -0.04 -0.55 -1.59
H 0.03 0.05 0.20
H -0.21 -0.60 -0.65
C -0.73 0.47 0.07
H -0.23 -0.05 0.04
H -0.64 0.82 -0.15
H 0.20 0.22 -0.31
H -0.01 0.21 0.76
C 0.99 0.08 0.01
H -0.56 0.29 0.44
H 0.11 0.22 -0.62
H -0.05 0.31 -0.03
O -0.07 -1.07 0.71
H -0.30 0.13 0.08
C 1.64 0.64 -0.53
H 0.42 -0.19 0.28
H -0.20 0.70 -0.12
H -0.34 -0.01 -0.80
H 0.19 -0.09 0.09
O -0.69 -0.31 0.49

In the Mulliken picture, each atom carries the following charge in e: 0.296, 0.040, -0.038, -0.523, 0.505, 0.181, -0.458, -0.609, 0.228, 0.304, -0.712, 0.323, -0.449, -0.492, 0.283, 0.361, -0.513, 0.076, 0.479, 0.305, 0.301, -0.635, 0.380, -0.228, 0.117, -1.316, 0.215, -1.069, 0.339, 0.379, 0.442, 0.307, 0.184